No. 1
C3H4O2 | ωB97M-V/def2-TZVPD

```
! RIJCOSX wB97M-V def2-TZVPD def2/J DEFGRID3
* xyz 0 1
C 0.7501 -0.8306 0.3314
C -0.0210 0.0617 -0.7441
C -1.1044 1.0344 -0.0605
H 1.7890 -0.5355 0.3415
H 0.7088 -1.9051 -0.0355
H 0.2833 -0.8802 1.3172
H -1.8153 1.6336 -0.5252
O 0.4310 0.2895 -1.7543
O -1.0214 1.1321 1.1294
*
```

Properties
Maximum force, eV/A: 8.25
SMILES: CC(=O)C=O
Energy, eV: -7269.1457

=====

No. 2
C3H4O2 | ωB97M-V/def2-TZVPD

```
! RIJCOSX wB97M-V def2-TZVPD def2/J DEFGRID3
* xyz 0 1
C 1.5155 1.6199 0.0835
C 0.8141 0.4612 -0.2316
C -0.1825 -0.8551 -0.0708
O 2.2485 0.4128 -0.2813
O 0.7143 1.7287 -1.0840
H 2.0083 2.3031 0.6560
H -0.8171 -1.0874 -1.0182
H -0.8947 -0.5953 0.7714
H 0.3769 -1.7656 0.1994
*
```

Properties
Maximum force, eV/A: 3.49
SMILES: C[C@]12O[C@H]1O2
Energy, eV: -7265.8615

=====

No. 3
C3H4O2 | ωB97M-V/def2-TZVPD

```
! RIJCOSX wB97M-V def2-TZVPD def2/J DEFGRID3
* xyz 0 1
C -1.3075 0.0985 -0.7129
C -0.2757 0.0359 0.2055
C 1.2222 -0.1023 0.4114
O -1.2946 -0.8620 0.4886
O -1.2467 1.2464 -0.0034
H -1.7691 -0.2363 -1.5417
H 1.3136 -0.5198 1.3454
H 1.5570 0.9351 0.2170
H 1.8009 -0.5955 -0.4101
*
```

Properties
Maximum force, eV/A: 4.41
SMILES: C[C@]12O[C@H]1O2
Energy, eV: -7266.1053

=====

No. 4
C3H4O2 | ωB97M-V/def2-TZVPD

```
! RIJCOSX wB97M-V def2-TZVPD def2/J DEFGRID3
* xyz 0 1
C -0.6504 0.9241 -0.0044
C -0.4089 -0.5263 -0.0628
C 1.1343 -0.8990 -0.0745
H 0.0723 1.5346 -0.5315
H -0.7105 1.2689 1.0217
H -1.5816 1.2663 -0.4174
H 1.1986 -1.9825 -0.0277
O -1.1553 -1.4493 0.0444
O 2.1015 -0.1367 0.0522
*
```

Properties
Maximum force, eV/A: 3.39
SMILES: CC(=O)C=O
Energy, eV: -7269.6710

=====

No. 5
C3H4O2 | ωB97M-V/def2-TZVPD

```
! RIJCOSX wB97M-V def2-TZVPD def2/J DEFGRID3
* xyz 0 3
C -1.0352 0.2069 0.5634
C -0.3857 0.1286 -0.7871
C 0.4907 -0.2249 0.2389
O -0.0169 -1.2633 -0.5726
O 1.8240 -0.0952 0.5782
H -1.1512 1.1832 1.0359
H -1.5047 -0.6550 1.0290
H -0.3676 0.4643 -1.8193
H 2.1465 0.2555 -0.2665
*
```

Properties
Maximum force, eV/A: 7.66
Energy, eV: -7260.9328

=====

No. 6
C3H4O2P | ωB97M-V/def2-TZVPD

```
! RIJCOSX wB97M-V def2-TZVPD def2/J DEFGRID3
* xyz -1 1
C -0.0948 1.0412 2.3363
C -0.2321 -1.0022 -0.6070
C 0.5514 -1.4788 -1.5787
O -1.3955 -0.5329 -0.5922
O 0.2810 -1.1274 0.7065
P -0.9352 -0.2855 1.5936
H -0.8796 1.4842 3.0210
H 0.9143 1.6159 2.1329
H 1.6057 -1.4149 -1.3200
H 0.3505 -1.5129 -2.6499
*
```

Properties
Maximum force, eV/A: 2.65
Energy, eV: -16559.0041

=====

No. 7
C3H4O2Pd | ωB97M-V/def2-TZVPD

```
! RIJCOSX wB97M-V def2-TZVPD def2/J DEFGRID3
* xyz 1 4
H -2.1542 2.0922 -0.1598
O 1.0062 -0.2113 -0.9306
O -0.3339 0.9656 -2.3426
C 0.1144 -0.1109 0.0589
C 0.5215 -0.8318 1.2459
C 0.6412 0.3407 -2.1154
H 0.2837 -0.2186 2.1301
H -0.2058 -1.6685 1.3143
H 1.5476 -1.2155 1.2437
Pd -1.4208 0.8580 -0.4446
*
```

Properties
Maximum force, eV/A: 3.20
Energy, eV: -10735.8647

=====

No. 8
C3H4O2Pt | ωB97M-V/def2-TZVPD

```
! RIJCOSX wB97M-V def2-TZVPD def2/J DEFGRID3
* xyz 1 4
C -0.9697 -0.5959 -0.0146
C -1.8111 0.4865 0.0131
H -0.9013 -1.2292 0.8765
H -0.9019 -1.1827 -0.9370
H -2.0709 0.9750 0.9542
H -2.0755 1.0190 -0.9026
C 1.3722 -0.0487 -0.0050
O 1.7192 1.1527 0.0208
O 2.1937 -0.9934 -0.0065
Pt 3.4453 0.4167 0.0011
*
```

Properties
Maximum force, eV/A: 10.66
Energy, eV: -10501.0858

=====

No. 9
C3H4O2Rh | ωB97M-V/def2-TZVPD

```
! RIJCOSX wB97M-V def2-TZVPD def2/J DEFGRID3
* xyz 2 6
C -0.9313 -0.5654 0.0006
C -1.8136 0.4991 0.0293
H -0.8899 -1.2136 0.8837
H -0.9118 -1.1828 -0.9050
H -2.0767 0.9857 0.9703
H -2.0958 1.0202 -0.8874
C 1.3296 -0.0686 -0.0171
O 1.6907 1.1310 -0.0118
O 2.1531 -1.0143 -0.0280
Rh 3.5458 0.4086 -0.0347
*
```

Properties
Maximum force, eV/A: 4.53
Energy, eV: -10250.2833

=====

No. 10
C3H4O2S | ωB97M-V/def2-TZVPD

```
! RIJCOSX wB97M-V def2-TZVPD def2/J DEFGRID3
* xyz 0 1
C 0.9600 0.2725 1.1872
C 0.4288 -1.4079 -0.3362
C 0.0288 -0.6441 0.8380
O -0.2775 -2.1872 -0.9470
O 1.7397 1.0816 1.4075
S -1.3858 2.1526 -0.7315
H -0.9247 -0.7210 1.3868
H 1.4454 -1.1295 -0.5582
H -0.2681 1.6173 -0.9228
H -1.7467 0.9657 -1.3239
*
```

Properties
Maximum force, eV/A: 3.10
SMILES: O=C=CC=O.S
Energy, eV: -18104.2024

=====

No. 11
C3H4O2S | ωB97M-V/def2-TZVPD

```
! RIJCOSX wB97M-V def2-TZVPD def2/J DEFGRID3
* xyz 0 1
C 0.9357 -0.3931 -0.8351
C -0.5236 2.1177 0.9152
C -0.0699 -1.2253 -0.9027
O 1.8769 0.2465 -0.6190
O -1.0805 1.5449 0.0384
S -0.2043 -2.3520 0.4961
H -0.9845 -1.1805 -1.5682
H 0.0843 3.0792 0.6579
H -0.5369 1.6439 1.9216
H 0.5029 -3.4812 -0.1041
*
```

Properties
Maximum force, eV/A: 2.44
SMILES: O=C=CS.C=O
Energy, eV: -18103.5104

=====

No. 12
C3H4O2S | ωB97M-V/def2-TZVPD

```
! RIJCOSX wB97M-V def2-TZVPD def2/J DEFGRID3
* xyz 0 1
C -1.4247 -0.4623 -0.6939
C -0.2845 -0.0292 -0.1895
C 1.8719 1.0008 -0.5346
O -2.0144 0.0969 1.9444
O -0.9857 -2.1242 1.5101
S -1.2057 -0.7685 1.1145
H -1.9238 -0.5515 -1.6969
H 2.1620 -0.0199 -0.0121
H 1.9436 1.8218 0.1362
H 1.8614 1.0362 -1.5782
*
```

Properties
Maximum force, eV/A: 6.36
Energy, eV: -18098.7538

=====

No. 13
C3H4O2S | ωB97M-V/def2-TZVPD

```
! RIJCOSX wB97M-V def2-TZVPD def2/J DEFGRID3
* xyz 0 1
C 0.2599 -1.7676 -0.3822
C 0.5078 -0.3640 0.0172
C -0.7788 0.5278 -0.3509
H -0.0768 -1.9323 -1.4656
H 1.1370 -2.4248 -0.0580
H -0.7450 -2.1252 0.2991
H -2.0580 0.3261 -1.5062
O -1.4249 -0.2439 -1.1529
O -1.0391 1.7872 -0.3953
S 1.3451 0.2146 1.2132
*
```

Properties
Maximum force, eV/A: 5.88
SMILES: CC(=S)C(=O)O
Energy, eV: -18103.7697

=====

No. 14
C3H4O2S2 | ωB97M-V/def2-TZVPD

```
! RIJCOSX wB97M-V def2-TZVPD def2/J DEFGRID3
* xyz 0 1
C -2.0152 1.4110 -0.4690
C -1.2017 0.2738 -0.2660
C 2.1040 -0.4847 0.4910
O -3.2575 1.3961 -0.3249
O -0.6622 -2.2114 0.2257
S -1.6475 -1.2761 -0.3538
S 1.1713 0.8895 -0.2191
H -1.2875 2.1824 -0.7039
H 1.9087 -1.3225 -0.0633
H 1.8186 -0.6491 1.5233
H 3.0689 -0.2091 0.1599
*
```

Properties
Maximum force, eV/A: 4.08
Energy, eV: -28936.6262

=====

No. 15
C3H4O2S2 | ωB97M-V/def2-TZVPD

```
! RIJCOSX wB97M-V def2-TZVPD def2/J DEFGRID3
* xyz 0 1
C -0.0372 1.0072 -1.6140
C 0.4100 -0.7884 -0.2685
C -0.3987 -0.1400 1.9166
H -0.9638 0.4083 -1.6623
H 1.1920 -1.4156 0.1795
H -0.1872 -1.3248 -1.0371
H -1.3721 -0.1635 2.3918
O 0.8607 0.4139 -0.8307
O -0.6176 -0.5883 0.6714
S 0.1791 2.3897 -2.4043
S 0.9349 0.2015 2.6576
*
```

Properties
Maximum force, eV/A: 1.95
SMILES: S=COCOC=S
Energy, eV: -28939.4696

=====

No. 16
C3H4O2S3 | ωB97M-V/def2-TZVPD

```
! RIJCOSX wB97M-V def2-TZVPD def2/J DEFGRID3
* xyz 0 1
C -0.1505 -0.2213 -0.1181
C 0.4279 0.1099 1.4704
C 0.8632 0.3652 -1.0699
H -1.9600 -0.3230 0.4081
H 0.0887 -1.3294 -0.3185
H -0.0598 -2.0556 1.5613
H -1.2549 1.7509 -2.2705
O -1.4120 0.0743 -0.3534
O 1.0528 1.0935 1.7795
S -0.1424 -1.0852 2.6455
S 0.3553 1.9937 -2.0717
S 2.1916 -0.3728 -1.6627
*
```

Properties
Maximum force, eV/A: 5.59
SMILES: O=C(S)[C@@H](O)C(=S)S
Energy, eV: -39773.2603

=====

No. 17
C3H4O2Sc | ωB97M-V/def2-TZVPD

```
! RIJCOSX wB97M-V def2-TZVPD def2/J DEFGRID3
* xyz 1 1
C -2.0399 0.6629 -0.1584
O 1.0573 -0.1813 -1.1977
C 1.1570 -0.3097 0.1834
C 0.0411 -0.2028 0.9252
O -1.1451 -0.5683 0.3708
Sc -1.1781 -0.4001 -1.8625
H 1.9166 -0.1729 -1.6271
H 2.1653 -0.2782 0.5927
H 0.1072 0.2181 1.9349
H -2.0814 1.2323 0.8388
*
```

Properties
Maximum force, eV/A: 2.48
Energy, eV: -27959.1716

=====

No. 18
C3H4O2Sn | ωB97M-V/def2-TZVPD

```
! RIJCOSX wB97M-V def2-TZVPD def2/J DEFGRID3
* xyz 0 1
C -1.8570 0.8244 0.8363
O 0.3161 -1.4710 -0.1321
C 1.0557 -0.2506 -0.1719
C 0.2183 0.8724 -0.2750
O -0.3732 0.9977 1.0092
Sn -0.7570 -0.9255 1.7217
H 0.8498 -2.2156 -0.4211
H 1.9641 -0.3054 -0.7739
H -0.0008 1.0952 -1.3319
H -1.4159 1.3786 -0.4611
*
```

Properties
Maximum force, eV/A: 4.48
Energy, eV: -13090.4868

=====

No. 19
C3H4O3 | ωB97M-V/def2-TZVPD

```
! RIJCOSX wB97M-V def2-TZVPD def2/J DEFGRID3
* xyz 0 1
O 2.6753 0.3549 -0.1371
C 1.6068 -0.1173 0.1104
O 0.4357 0.5825 -0.7080
C -0.7523 0.7599 0.0550
C -0.9253 -0.6674 -0.1573
O 1.0803 -1.0160 0.7821
H -0.5787 1.0649 1.0881
H -1.4330 1.4297 -0.4724
H -0.9786 -1.4175 0.6170
H -1.1301 -0.9738 -1.1778
*
```

Properties
Maximum force, eV/A: 0.61
Energy, eV: -9314.8734

=====

No. 20
C3H4O3 | ωB97M-V/def2-TZVPD

```
! RIJCOSX wB97M-V def2-TZVPD def2/J DEFGRID3
* xyz 0 1
O -1.2846 1.0492 -0.5513
C -0.6146 -0.6186 0.8196
C 0.7204 -0.4812 0.3279
O 0.9364 -1.6546 0.7460
C 1.2069 0.5708 -0.4440
O 0.4450 1.6105 -0.3972
H -1.2612 0.6689 -1.4493
H -0.8457 -0.3152 1.8399
H -1.2994 -1.2662 0.2950
H 1.9968 0.4363 -1.1868
*
```

Properties
Maximum force, eV/A: 1.75
Energy, eV: -9311.1873